[1]
DFT (ωB97M-V with the def2-TZVPD basis set) results for a molecular structure, C28H40AgN7O3SSi2.

Atoms and positions in Å:
Ag (0.350, 0.208, -0.330)
C (4.643, 1.052, 0.641)
Si (3.201, 0.114, 1.445)
C (2.161, 1.421, 2.308)
C (3.961, -0.935, 2.831)
N (2.249, -0.733, 0.351)
C (2.618, -1.758, -0.474)
C (3.901, -2.320, -0.466)
C (4.304, -3.359, -1.311)
C (3.397, -3.875, -2.212)
C (2.101, -3.346, -2.249)
C (1.654, -2.311, -1.420)
N (0.375, -1.816, -1.463)
Si (-0.896, -1.982, -2.528)
C (-0.970, -0.661, -3.873)
C (-2.539, -1.810, -1.598)
C (-1.088, -3.622, -3.477)
H (5.069, 1.791, 1.328)
H (4.277, 1.575, -0.247)
H (5.443, 0.379, 0.323)
H (2.782, 2.065, 2.941)
H (1.397, 0.945, 2.926)
H (1.647, 2.050, 1.572)
H (4.190, -0.319, 3.706)
H (4.881, -1.435, 2.518)
H (3.247, -1.701, 3.144)
H (4.624, -1.922, 0.240)
H (5.319, -3.743, -1.251)
H (3.671, -4.679, -2.888)
H (1.396, -3.769, -2.954)
H (-1.144, 0.328, -3.447)
H (-1.782, -0.868, -4.581)
H (-0.029, -0.629, -4.429)
H (-2.861, -0.764, -1.572)
H (-2.372, -2.168, -0.584)
H (-3.340, -2.403, -2.052)
H (-0.294, -3.756, -4.215)
H (-2.045, -3.606, -4.010)
H (-1.075, -4.490, -2.813)
C (-1.132, 8.691, -0.035)
C (-1.220, 7.202, -0.246)
C (-0.416, 6.328, 0.481)
C (-0.494, 4.958, 0.287)
C (-1.388, 4.442, -0.642)
C (-2.197, 5.297, -1.372)
C (-2.110, 6.669, -1.171)
S (-1.439, 2.669, -0.872)
O (-1.535, 2.155, 0.479)
O (-2.573, 2.438, -1.748)
N (-0.042, 2.249, -1.417)
C (0.336, 2.401, -2.745)
C (-0.413, 3.094, -3.716)
C (0.077, 3.168, -5.002)
C (1.289, 2.565, -5.315)
C (1.956, 1.918, -4.287)
N (1.510, 1.840, -3.040)
H (-0.355, 8.939, 0.689)
H (-2.075, 9.099, 0.334)
H (-0.895, 9.209, -0.967)
H (0.285, 6.724, 1.207)
H (0.133, 4.281, 0.854)
H (-2.903, 4.880, -2.078)
H (-2.748, 7.332, -1.745)
H (-1.375, 3.514, -3.472)
H (-0.498, 3.684, -5.764)
H (1.698, 2.585, -6.317)
H (2.905, 1.424, -4.474)
C (-2.933, -3.339, 2.043)
N (-1.673, -2.728, 2.380)
C (-0.758, -3.368, 3.298)
C (-0.040, -2.172, 3.923)
O (0.762, -2.272, 4.829)
N (-0.494, -1.016, 3.329)
C (-1.439, -1.383, 2.484)
N (-2.175, -0.484, 1.801)
H (-2.775, -4.216, 1.413)
H (-3.561, -2.653, 1.483)
H (-3.477, -3.644, 2.947)
H (-0.033, -4.003, 2.784)
H (-1.283, -3.954, 4.058)
H (-1.719, 0.406, 1.618)
H (-2.683, -0.802, 0.990)

Summary:
frontier orbital gap = 3.9 eV
ΔE to the lowest compared entry with this formula, charge and spin = 0.000 eV
charge = -2

[2]
DFT (ωB97M-V with the def2-TZVPD basis set) results for a molecular structure, C28H40As2NO3S2Zr in a non-equilibrium geometry.

Atoms and positions in Å:
Zr (1.047, -2.505, 0.961)
C (4.326, 0.658, 0.088)
As (2.786, -0.536, 0.189)
C (3.356, -1.989, -1.026)
C (1.225, 0.182, -1.141)
C (2.112, 0.338, -2.364)
C (1.492, 0.837, -3.421)
C (-1.090, 1.577, -3.703)
C (-2.127, 1.305, -2.635)
C (-1.647, 0.853, -1.471)
As (-2.973, -0.172, -0.376)
C (-4.317, 1.259, -0.245)
C (-3.874, -1.170, -1.818)
H (4.929, 0.424, -0.782)
H (4.921, 0.543, 0.990)
H (3.951, 1.675, 0.033)
H (3.850, -1.681, -1.942)
H (2.513, -2.617, -1.310)
H (4.055, -2.602, -0.455)
H (3.182, 0.231, -2.299)
H (1.944, 1.130, -4.360)
H (-1.432, 1.187, -4.665)
H (-3.185, 1.376, -2.863)
H (-4.692, 1.562, -1.221)
H (-3.898, 2.127, 0.264)
H (-5.147, 0.876, 0.348)
H (-3.761, -0.722, -2.802)
H (-4.934, -1.205, -1.559)
H (-3.505, -2.196, -1.852)
C (-0.253, -3.265, -3.470)
C (-0.132, -1.935, -2.765)
C (-0.202, -0.786, -3.461)
C (0.032, 0.709, -3.121)
C (-0.735, 3.055, -3.882)
C (-0.075, 1.048, -1.602)
C (0.354, -0.933, -0.574)
C (-0.076, -2.016, -1.295)
N (0.027, -0.834, 0.776)
C (0.102, 0.216, 1.861)
C (0.292, -0.640, 3.141)
C (0.208, 0.230, 4.400)
C (-1.178, 0.882, 4.461)
C (-1.382, 1.765, 3.225)
C (-0.322, 2.861, 3.202)
C (1.050, 2.199, 3.117)
C (1.292, 1.308, 4.341)
C (1.162, 1.340, 1.845)
C (-1.274, 0.897, 1.967)
H (-0.175, -3.151, -4.550)
H (-1.211, -3.742, -3.244)
H (0.531, -3.950, -3.137)
H (-0.299, -0.914, -4.539)
H (0.045, 3.177, -4.635)
H (-0.396, 3.510, -2.950)
H (-1.613, 3.610, -4.214)
H (0.113, 2.114, -1.456)
H (-0.690, -2.795, -0.811)
H (1.278, -1.152, 3.129)
H (-0.501, -1.383, 3.163)
H (0.352, -0.402, 5.278)
H (-1.257, 1.486, 5.369)
H (-1.954, 0.112, 4.510)
H (-2.379, 2.211, 3.247)
H (-0.386, 3.470, 4.108)
H (-0.475, 3.528, 2.347)
H (1.827, 2.965, 3.069)
H (1.283, 1.908, 5.254)
H (2.278, 0.836, 4.269)
H (2.179, 0.954, 1.872)
H (1.043, 1.962, 0.956)
H (-1.458, 1.495, 1.068)
H (-2.032, 0.116, 2.028)
O (2.165, -3.546, 2.281)
S (1.285, -4.750, 1.866)
O (1.256, -4.466, 0.355)
O (1.715, -6.025, 2.282)
S (-0.521, -4.022, 2.358)

Summary:
frontier orbital gap = 7.1 eV
ΔE to the lowest compared entry with this formula, charge and spin = 7.075 eV
charge = +1

[3]
DFT (ωB97M-V with the def2-TZVPD basis set) results for 5 unconnected molecules or ions with the total composition C28H40BrF9O15Si in a non-equilibrium geometry.

Atoms and positions in Å:
C (-3.806, 0.340, -0.694)
C (-3.189, 1.431, -1.574)
O (-4.085, 1.848, -2.605)
C (-3.399, 2.153, -3.810)
Si (-3.113, 0.650, -4.937)
Br (-4.203, -1.108, -4.060)
C (-3.756, 0.935, -6.691)
C (-4.800, -0.056, -7.172)
O (-5.144, 0.309, -8.529)
C (-5.843, -0.647, -9.181)
O (-5.538, -1.054, -10.262)
C (-1.288, 0.230, -5.032)
C (-0.948, -1.190, -5.556)
C (-0.151, -1.968, -4.521)
F (-0.563, -1.757, -3.245)
F (1.147, -1.508, -4.586)
C (-0.091, -3.504, -4.840)
F (1.139, -3.980, -4.527)
F (-0.260, -3.685, -6.171)
C (-1.131, -4.367, -4.057)
F (-0.585, -4.744, -2.883)
F (-2.247, -3.656, -3.818)
C (-1.546, -5.658, -4.821)
F (-2.389, -5.366, -5.804)
F (-0.483, -6.282, -5.317)
F (-2.160, -6.480, -3.970)
H (-4.758, 0.025, -1.124)
H (-4.020, 0.716, 0.305)
H (-3.123, -0.505, -0.617)
H (-2.268, 1.046, -2.028)
H (-2.909, 2.287, -0.951)
H (-3.981, 2.918, -4.335)
H (-2.434, 2.619, -3.572)
H (-4.168, 1.943, -6.790)
H (-2.906, 0.873, -7.378)
H (-4.408, -1.075, -7.160)
H (-5.698, 0.002, -6.549)
H (-6.743, -0.986, -8.645)
H (-0.809, 0.414, -4.070)
H (-0.862, 0.957, -5.730)
H (-1.841, -1.740, -5.856)
H (-0.314, -1.102, -6.438)
C (2.099, -2.721, -1.833)
C (2.837, -2.790, -0.520)
C (2.195, -3.686, 0.520)
O (2.563, -3.049, 1.750)
C (2.759, -1.733, 1.491)
O (2.860, -0.889, 2.321)
O (2.807, -1.517, 0.158)
H (2.694, -2.222, -2.595)
H (1.852, -3.720, -2.187)
H (1.185, -2.148, -1.704)
H (3.885, -3.062, -0.668)
H (2.564, -4.708, 0.502)
H (1.105, -3.689, 0.442)
C (1.325, 0.975, 3.569)
C (-0.112, 1.048, 3.124)
C (-0.444, 0.250, 1.884)
O (-1.512, 1.012, 1.295)
C (-1.365, 2.298, 1.698)
O (-1.952, 3.223, 1.235)
O (-0.458, 2.384, 2.693)
H (1.441, 1.402, 4.557)
H (1.665, -0.060, 3.613)
H (1.970, 1.532, 2.887)
H (-0.781, 0.783, 3.947)
H (-0.781, -0.761, 2.097)
H (0.390, 0.217, 1.177)
C (5.061, -0.075, 6.398)
C (3.901, 0.471, 7.193)
C (3.454, -0.385, 8.361)
O (2.051, -0.092, 8.441)
C (1.638, 0.281, 7.210)
O (0.501, 0.403, 6.880)
O (2.695, 0.500, 6.402)
H (5.438, 0.671, 5.701)
H (5.874, -0.362, 7.065)
H (4.749, -0.946, 5.820)
H (4.104, 1.495, 7.514)
H (3.941, -0.131, 9.298)
H (3.576, -1.453, 8.162)
C (0.964, 3.997, 5.837)
C (2.213, 4.781, 6.144)
C (2.623, 5.794, 5.097)
O (4.053, 5.808, 5.225)
C (4.438, 4.607, 5.713)
O (5.557, 4.212, 5.751)
O (3.365, 3.912, 6.156)
H (0.655, 3.417, 6.707)
H (0.137, 4.647, 5.552)
H (1.161, 3.295, 5.030)
H (2.148, 5.249, 7.131)
H (2.222, 6.789, 5.272)
H (2.366, 5.468, 4.086)

Summary:
SMILES = CCOC[Si@@](Br)(CCOC=O)CCC(F)(F)C(F)(F)C(F)(F)C(F)(F)F.C[C@@H]1COC(=O)O1.C[C@@H]1COC(=O)O1.C[C@@H]1COC(=O)O1.C[C@@H]1COC(=O)O1
frontier orbital gap = 9.6 eV
ΔE to the lowest compared entry with this formula, charge and spin = 0.000 eV

[4]
DFT (ωB97M-V with the def2-TZVPD basis set) results for a molecular structure, C28H40ClCsN2O14P2 in a non-equilibrium geometry.

Atoms and positions in Å:
Cs (0.046, -0.932, -1.532)
C (-2.103, 4.760, 2.739)
C (-0.814, 4.032, 2.405)
C (0.356, 4.987, 2.235)
O (-1.026, 3.327, 1.177)
P (-0.684, 1.755, 1.021)
O (-1.165, 1.274, -0.268)
C (1.044, 1.596, 1.518)
P (1.461, -0.145, 1.801)
O (0.711, -1.168, 1.072)
O (1.030, -0.325, 3.359)
C (1.216, 0.561, 4.450)
C (0.664, -0.156, 5.669)
C (2.667, 0.975, 4.650)
O (3.034, -0.210, 1.858)
C (3.814, -1.423, 1.606)
C (3.786, -1.867, 0.155)
C (3.378, -2.531, 2.555)
O (-1.367, 1.096, 2.309)
C (-2.705, 0.540, 2.212)
C (-3.339, 0.752, 3.575)
C (-2.629, -0.926, 1.828)
H (-2.006, 5.293, 3.687)
H (-2.926, 4.048, 2.814)
H (-2.334, 5.476, 1.949)
H (-0.598, 3.315, 3.203)
H (0.134, 5.701, 1.441)
H (1.261, 4.447, 1.963)
H (0.534, 5.532, 3.165)
H (1.171, 2.133, 2.459)
H (1.699, 2.041, 0.775)
H (0.603, 1.458, 4.284)
H (1.249, -1.058, 5.859)
H (-0.371, -0.447, 5.487)
H (0.707, 0.492, 6.547)
H (3.277, 0.098, 4.873)
H (2.740, 1.677, 5.485)
H (3.071, 1.446, 3.755)
H (4.824, -1.094, 1.857)
H (2.789, -2.192, -0.140)
H (4.466, -2.716, 0.049)
H (4.101, -1.057, -0.497)
H (2.349, -2.816, 2.331)
H (3.446, -2.203, 3.595)
H (4.012, -3.407, 2.414)
H (-3.260, 1.097, 1.453)
H (-2.786, 0.181, 4.324)
H (-4.374, 0.408, 3.566)
H (-3.319, 1.808, 3.853)
H (-1.919, -1.438, 2.480)
H (-2.312, -1.060, 0.794)
H (-3.615, -1.384, 1.941)
O (3.979, 1.740, -0.843)
C (2.881, 1.315, -1.249)
O (2.142, 0.435, -0.750)
C (2.301, 1.988, -2.495)
C (3.126, 2.572, -3.451)
C (2.544, 3.162, -4.559)
C (1.159, 3.170, -4.667)
C (0.419, 2.577, -3.655)
N (0.972, 1.994, -2.594)
H (4.196, 2.546, -3.299)
H (3.159, 3.606, -5.334)
H (0.663, 3.612, -5.522)
H (-0.665, 2.543, -3.701)
O (-2.493, -1.989, -1.481)
C (-3.142, -2.540, -2.346)
C (-3.125, -2.333, -3.788)
C (-4.029, -3.082, -4.513)
C (-4.130, -2.995, -5.895)
C (-3.245, -2.130, -6.597)
C (-2.343, -1.384, -5.922)
C (-2.226, -1.388, -4.464)
O (-1.435, -0.637, -3.887)
N (-5.097, -3.754, -6.591)
O (-5.860, -4.490, -5.961)
O (-5.160, -3.653, -7.819)
H (-3.886, -3.315, -2.047)
H (-4.691, -3.767, -3.995)
H (-3.313, -2.094, -7.676)
H (-1.657, -0.729, -6.445)
Cl (2.428, -5.710, -0.130)
C (1.100, -4.781, -0.944)
C (1.393, -4.397, -2.436)
O (2.051, -5.201, -3.107)
O (0.850, -3.314, -2.757)
H (0.918, -3.900, -0.332)
H (0.224, -5.427, -0.911)

Summary:
frontier orbital gap = 6.3 eV
ΔE to the lowest compared entry with this formula, charge and spin = 1.068 eV
charge = -2

[5]
DFT (ωB97M-V with the def2-TZVPD basis set) results for a single C28H40N4O6 molecule.

Atoms and positions in Å:
C (-1.747, -3.287, 2.755)
C (-1.776, -2.480, 1.458)
C (-1.372, -3.363, 0.279)
C (-3.173, -1.882, 1.271)
C (-3.306, -1.000, 0.024)
N (-2.345, 0.078, 0.018)
C (-2.490, 1.164, 0.782)
O (-3.463, 1.423, 1.479)
C (-1.353, 2.112, 0.743)
N (-1.467, 3.270, 1.455)
C (-0.315, 3.955, 1.311)
N (0.534, 3.316, 0.557)
C (-0.085, 2.155, 0.182)
C (0.634, 1.185, -0.654)
O (0.144, 0.144, -1.085)
N (1.888, 1.574, -0.942)
C (2.822, 0.658, -1.540)
C (4.111, 1.384, -1.954)
C (4.801, 1.969, -0.753)
C (4.504, 3.255, -0.319)
C (5.094, 3.764, 0.826)
C (5.988, 2.993, 1.548)
C (6.299, 1.716, 1.115)
C (5.709, 1.209, -0.028)
C (3.117, -0.476, -0.540)
O (2.867, -0.391, 0.632)
O (3.650, -1.507, -1.170)
C (3.913, -2.761, -0.477)
C (4.954, -2.556, 0.621)
C (2.608, -3.313, 0.092)
C (4.456, -3.680, -1.572)
C (-4.738, -0.450, -0.077)
O (-5.678, -0.947, 0.484)
O (-4.770, 0.567, -0.923)
C (-5.987, 1.328, -1.132)
C (-6.523, 1.843, 0.203)
C (-7.022, 0.465, -1.852)
C (-5.541, 2.493, -2.017)
H (-0.749, -3.677, 2.940)
H (-2.035, -2.667, 3.600)
H (-2.438, -4.125, 2.694)
H (-1.050, -1.663, 1.543)
H (-0.463, -3.910, 0.520)
H (-2.156, -4.084, 0.056)
H (-1.177, -2.766, -0.608)
H (-3.916, -2.678, 1.204)
H (-3.425, -1.268, 2.138)
H (-3.136, -1.593, -0.881)
H (-1.462, -0.047, -0.487)
H (-2.293, 3.495, 1.990)
H (-0.128, 4.908, 1.765)
H (2.246, 2.359, -0.412)
H (2.348, 0.201, -2.416)
H (3.848, 2.172, -2.663)
H (4.760, 0.664, -2.454)
H (3.820, 3.872, -0.885)
H (4.852, 4.764, 1.154)
H (6.444, 3.388, 2.444)
H (7.002, 1.112, 1.671)
H (5.958, 0.214, -0.366)
H (5.147, -3.503, 1.118)
H (4.594, -1.841, 1.356)
H (5.887, -2.190, 0.197)
H (2.775, -4.308, 0.494)
H (2.236, -2.669, 0.884)
H (1.857, -3.367, -0.693)
H (3.713, -3.804, -2.355)
H (5.353, -3.252, -2.011)
H (4.696, -4.653, -1.153)
H (-5.700, 2.240, 0.794)
H (-6.983, 1.036, 0.766)
H (-7.257, 2.624, 0.031)
H (-7.915, 1.051, -2.047)
H (-6.620, 0.105, -2.797)
H (-7.288, -0.389, -1.235)
H (-4.809, 3.098, -1.488)
H (-5.083, 2.114, -2.927)
H (-6.394, 3.112, -2.278)

Summary:
SMILES = CC(C)C[C@H](NC(=O)c1[nH]cnc1C(=O)N[C@@H](Cc1ccccc1)C(=O)OC(C)(C)C)C(=O)OC(C)(C)C
frontier orbital gap = 9.8 eV
ΔE to the lowest compared entry with this formula, charge and spin = 0.364 eV

[6]
DFT (ωB97M-V with the def2-TZVPD basis set) results for a molecular structure, C28H40N5O2SSbTi in a non-equilibrium geometry.

Atoms and positions in Å:
Ti (-1.028, 0.184, 0.468)
C (-3.356, 2.895, -1.846)
C (-2.511, 1.755, -1.375)
N (-1.650, 1.863, -0.326)
N (-1.514, 3.134, 0.173)
C (-0.914, 3.188, 1.316)
N (-0.646, 4.413, 1.864)
S (-0.362, 1.800, 2.207)
C (-2.636, 0.460, -1.863)
C (-3.583, 0.066, -2.859)
C (-3.696, -1.233, -3.228)
C (-2.871, -2.204, -2.594)
C (-1.996, -1.793, -1.638)
N (-1.838, -0.496, -1.264)
H (-2.939, 3.837, -1.504)
H (-4.373, 2.814, -1.455)
H (-3.412, 2.919, -2.935)
H (-1.172, 5.179, 1.472)
H (-0.509, 4.435, 2.860)
H (-4.215, 0.823, -3.299)
H (-4.416, -1.536, -3.973)
H (-2.947, -3.251, -2.843)
H (-1.370, -2.505, -1.109)
O (-0.742, -1.433, 1.736)
C (-1.945, -1.285, 2.140)
N (-2.732, -0.422, 1.492)
C (-3.958, -0.337, 2.154)
O (-4.884, 0.373, 1.843)
C (-3.885, -1.302, 3.301)
C (-4.810, -1.624, 4.273)
C (-4.426, -2.561, 5.227)
C (-3.161, -3.151, 5.209)
C (-2.225, -2.827, 4.234)
C (-2.615, -1.897, 3.286)
H (-5.787, -1.162, 4.290)
H (-5.124, -2.839, 6.007)
H (-2.906, -3.874, 5.972)
H (-1.244, -3.279, 4.216)
C (1.440, -1.865, -2.765)
C (2.187, -1.850, -1.430)
C (3.655, -2.136, -1.727)
C (1.636, -2.961, -0.532)
Sb (1.694, 0.055, -0.423)
C (3.212, 0.317, 1.156)
C (3.321, 1.794, 1.538)
C (4.608, -0.190, 0.806)
C (2.680, -0.460, 2.364)
C (2.035, 1.620, -1.930)
C (0.912, 1.513, -2.963)
C (1.895, 2.979, -1.240)
C (3.391, 1.525, -2.617)
H (1.424, -2.888, -3.151)
H (1.949, -1.249, -3.508)
H (0.409, -1.522, -2.687)
H (3.709, -2.980, -2.421)
H (4.207, -2.423, -0.835)
H (4.168, -1.296, -2.193)
H (1.715, -3.921, -1.051)
H (0.589, -2.806, -0.264)
H (2.201, -3.046, 0.398)
H (3.896, 2.355, 0.799)
H (3.861, 1.865, 2.486)
H (2.350, 2.270, 1.672)
H (4.973, 0.199, -0.145)
H (4.653, -1.277, 0.775)
H (5.302, 0.137, 1.585)
H (1.708, -0.086, 2.690)
H (3.378, -0.349, 3.198)
H (2.580, -1.527, 2.158)
H (-0.072, 1.578, -2.494)
H (0.955, 0.594, -3.547)
H (1.004, 2.349, -3.661)
H (0.970, 3.051, -0.664)
H (1.858, 3.757, -2.006)
H (2.735, 3.204, -0.585)
H (3.499, 0.597, -3.181)
H (4.217, 1.597, -1.908)
H (3.496, 2.351, -3.327)

Summary:
frontier orbital gap (spin up / spin down) = 5.4 / 5.5 eV
ΔE to the lowest compared entry with this formula, charge and spin = 0.000 eV